# 1
# C6H9N

A 2-piece molecular cluster, C6H9N overall (ωB97M-V/def2-TZVPD, OMol25).

CARTESIAN COORDINATES (ANGSTROEM)
C (1.00, -0.59, -1.02)
C (0.28, -0.29, 0.26)
C (-1.20, -0.55, 0.13)
C (-0.99, -1.94, 0.55)
C (-0.47, -2.95, 0.97)
C (-0.01, 2.49, 0.65)
N (0.28, 2.39, -0.58)
H (1.64, -1.46, -0.86)
H (1.69, 0.24, -1.20)
H (0.39, -0.75, -1.92)
H (-1.66, -0.46, -0.87)
H (-1.82, -0.03, 0.88)
H (-0.03, -3.84, 1.35)
H (-1.01, 2.20, 0.97)
H (0.66, 2.86, 1.43)
H (1.25, 2.68, -0.73)

Calculated values
Charge = 0
E_LUMO = 0.437 eV
Relative energy (zero: lowest compared OMol25 entry of this formula, charge and spin) = 648.0 kJ/mol
Gap between HOMO and LUMO = 8.63 eV

Löwdin atomic charge list, values in e, 5 entries: C -0.173; C -0.057; C -0.270; C -0.173; C 0.147

# 2
# C20H21IrN9O7

C20H21IrN9O7 as an isolated structure (ωB97M-V/def2-TZVPD, OMol25).

CARTESIAN COORDINATES (ANGSTROEM)
Ir (-0.11, 0.11, -0.03)
C (-4.82, 0.44, -0.72)
N (-4.36, -0.44, 0.36)
C (-5.36, -1.26, 1.05)
C (-3.06, -0.54, 0.62)
N (-2.13, 0.12, -0.04)
N (-2.70, -1.38, 1.66)
C (-1.43, -1.76, 2.01)
N (-1.35, -2.73, 2.91)
N (-0.38, -1.18, 1.51)
H (-5.87, 0.68, -0.55)
H (-4.72, -0.04, -1.70)
H (-4.28, 1.38, -0.73)
H (-6.34, -0.97, 0.70)
H (-5.34, -1.09, 2.13)
H (-5.23, -2.32, 0.82)
H (-2.47, 0.62, -0.85)
H (-3.46, -1.88, 2.10)
H (-2.15, -3.18, 3.32)
H (-0.45, -3.06, 3.22)
H (0.51, -1.62, 1.75)
N (-0.23, 1.56, 1.62)
C (0.63, 2.72, 1.44)
C (0.63, 3.81, 2.26)
C (1.54, 4.86, 2.02)
C (2.42, 4.79, 0.98)
C (2.42, 3.66, 0.12)
C (3.31, 3.49, -0.97)
C (3.22, 2.37, -1.74)
C (2.24, 1.41, -1.45)
N (1.40, 1.53, -0.43)
C (1.50, 2.64, 0.37)
H (0.10, 1.01, 2.41)
H (-1.18, 1.85, 1.82)
H (-0.05, 3.87, 3.10)
H (1.54, 5.72, 2.68)
H (3.12, 5.59, 0.79)
H (4.04, 4.26, -1.18)
H (3.88, 2.20, -2.58)
H (2.15, 0.54, -2.07)
O (0.29, -0.07, -3.97)
C (0.44, -0.61, -2.91)
O (-0.39, -0.39, -1.87)
C (1.55, -1.56, -2.66)
C (2.19, -2.15, -3.75)
C (3.25, -2.99, -3.52)
C (3.69, -3.26, -2.24)
C (3.04, -2.68, -1.17)
C (1.94, -1.82, -1.35)
O (1.34, -1.29, -0.30)
N (3.53, -3.03, 0.18)
O (4.60, -3.59, 0.25)
O (2.83, -2.76, 1.15)
N (3.94, -3.62, -4.67)
O (3.51, -3.36, -5.77)
O (4.88, -4.33, -4.41)
H (1.85, -1.96, -4.76)
H (4.53, -3.93, -2.07)

Calculated values
Charge = +2
Multiplicity = 2
E_LUMO (alpha / beta) = -6.953 / -8.134 eV
Relative energy (zero: lowest compared OMol25 entry of this formula, charge and spin) = 291.3 kJ/mol
Gap between HOMO and LUMO (alpha / beta) = 7.19 / 5.96 eV

Löwdin atomic charge list, values in e, 5 entries: Ir 1.681; C 0.010; N -0.109; C 0.002; C -0.360

# 3
# C23H33F3NO2Si2

A 2-piece molecular cluster, C23H33F3NO2Si2 overall (ωB97M-V/def2-TZVPD, OMol25).

CARTESIAN COORDINATES (ANGSTROEM)
C (3.94, 0.01, -2.29)
Si (2.08, -0.16, -2.19)
C (1.33, -1.18, -3.55)
C (1.67, -0.74, -0.45)
O (1.19, 1.28, -2.52)
N (1.41, 2.47, -1.84)
O (2.77, 2.44, -1.40)
Si (3.60, 3.69, -2.27)
C (5.37, 3.60, -1.70)
C (3.36, 3.35, -4.10)
C (2.75, 5.24, -1.70)
C (0.66, 2.42, -0.62)
C (-0.79, 2.27, -0.88)
C (1.26, 2.44, 0.60)
H (4.36, -1.00, -2.37)
H (4.28, 0.58, -3.17)
H (4.36, 0.47, -1.39)
H (1.71, -2.21, -3.52)
H (0.24, -1.20, -3.48)
H (1.58, -0.75, -4.54)
H (2.13, -1.73, -0.31)
H (2.08, -0.07, 0.31)
H (0.59, -0.84, -0.27)
H (5.93, 4.43, -2.15)
H (5.42, 3.70, -0.61)
H (5.85, 2.66, -1.99)
H (3.65, 4.24, -4.68)
H (3.96, 2.51, -4.47)
H (2.30, 3.13, -4.34)
H (3.18, 6.12, -2.20)
H (1.67, 5.23, -1.91)
H (2.87, 5.40, -0.62)
H (-1.35, 2.58, 0.01)
H (-1.08, 2.90, -1.72)
H (-1.07, 1.23, -1.11)
H (0.62, 2.35, 1.47)
H (2.32, 2.59, 0.72)
F (-2.52, -3.17, 7.64)
C (-1.75, -3.86, 6.75)
F (-0.45, -3.72, 7.15)
F (-2.07, -5.19, 6.90)
C (-1.95, -3.41, 5.34)
C (-0.96, -3.74, 4.40)
C (-1.13, -3.35, 3.10)
C (-2.30, -2.65, 2.67)
C (-2.42, -2.35, 1.29)
C (-3.61, -2.08, 0.58)
C (-3.49, -1.66, -0.79)
C (-4.61, -1.30, -1.52)
C (-5.89, -1.34, -0.94)
C (-6.04, -1.82, 0.38)
C (-4.93, -2.23, 1.11)
C (-3.25, -2.29, 3.67)
C (-3.09, -2.70, 4.98)
H (-0.08, -4.29, 4.72)
H (-0.36, -3.60, 2.36)
H (-1.50, -2.40, 0.70)
H (-2.49, -1.64, -1.23)
H (-4.50, -0.98, -2.56)
H (-6.76, -1.00, -1.50)
H (-7.03, -1.87, 0.83)
H (-5.07, -2.68, 2.09)
H (-4.11, -1.67, 3.42)
H (-3.83, -2.46, 5.73)

Calculated values
Charge = +1
E_LUMO = -6.312 eV
Relative energy (zero: lowest compared OMol25 entry of this formula, charge and spin) = 0.0 kJ/mol
Gap between HOMO and LUMO = 4.32 eV

Löwdin atomic charge list, values in e, 5 entries: C -0.158; Si 0.473; C -0.155; C -0.160; O -0.201